# 1
C5H3FN2 in the gas phase, computed with ωB97M-V with the def2-TZVPD basis set.

Properties
Orbital gap (spin up / spin down), hartree: 0.3350 / 0.3434
Total energy, eV: -10925.4605
Molar mass, g mol⁻¹: 110.09
Spin multiplicity: 3
HOMO level (spin up / spin down), eV: -8.72 / -11.83

Last column: Löwdin charge in e.
Element x y z (Å)
C (1.80, -1.91, -0.45)  -0.27
C (2.36, 1.72, 0.46)  -0.22
C (1.33, -0.67, -0.19)  -0.10
C (2.79, 0.46, 0.08)  -0.10
C (-0.02, -0.12, -0.39)  -0.06
N (2.08, -3.02, -0.44)  0.19
N (1.81, 2.72, 0.57)  0.18
F (4.01, -0.02, 0.25)  0.10
H (-0.05, 0.95, -0.35)  0.06
H (-0.67, -0.60, 0.29)  0.07
H (-0.45, -0.56, -1.41)  0.15


# 2
C4H5NO in the gas phase, computed with ωB97M-V with the def2-TZVPD basis set.

Properties
Orbital gap, hartree: 0.4129
Total energy, eV: -7765.0703
Molar mass, g mol⁻¹: 83.09
HOMO level, eV: -10.41

Last column: Löwdin charge in e.
Element x y z (Å)
O (0.60, 0.48, 1.49)  0.03
C (0.30, -0.07, 0.25)  -0.53
C (-0.64, 0.66, -0.68)  -0.05
C (-1.12, -0.52, 0.12)  -0.05
C (1.44, -0.76, -0.34)  -0.13
N (2.46, -1.12, -0.77)  0.16
H (1.45, 0.93, 1.42)  0.11
H (-0.93, 1.65, -0.36)  0.11
H (-0.49, 0.51, -1.74)  0.11
H (-1.71, -0.30, 1.00)  0.12
H (-1.37, -1.45, -0.39)  0.11


# 3
9 unconnected molecules or ions with the total composition C33H66Cl2O18, computed with ωB97M-V with the def2-TZVPD basis set.

Properties
Orbital gap, hartree: 0.3916
Total energy, eV: -97190.7568
Molar mass, g mol⁻¹: 821.78
HOMO level, eV: -10.22

Last column: Löwdin charge in e.
Element x y z (Å)
C (0.73, 35.69, 9.15)  -0.96
Cl (1.19, 34.79, 10.63)  0.53
Cl (1.72, 37.15, 9.04)  0.54
H (0.94, 35.15, 8.23)  0.02
H (-0.32, 35.98, 9.20)  0.03
C (4.10, 38.71, 18.37)  -0.02
C (3.45, 39.85, 17.49)  -0.20
O (3.00, 40.93, 18.28)  0.02
C (3.85, 41.95, 18.50)  -0.49
O (5.04, 42.04, 18.09)  0.07
O (3.23, 42.81, 19.35)  -0.02
C (3.90, 43.94, 19.85)  -0.05
H (4.77, 39.12, 19.13)  0.08
H (4.57, 37.92, 17.79)  0.06
H (3.28, 38.20, 18.87)  0.05
H (2.60, 39.45, 16.92)  0.11
H (4.19, 40.19, 16.77)  0.08
H (3.26, 44.48, 20.54)  0.10
H (4.31, 44.57, 19.06)  0.10
H (4.77, 43.57, 20.39)  0.10
C (-0.36, 41.87, 17.50)  -0.04
C (-0.45, 40.35, 17.38)  -0.17
O (-1.54, 39.98, 16.47)  0.04
C (-1.51, 39.99, 15.15)  -0.58
O (-2.46, 39.67, 14.44)  0.09
O (-0.32, 40.38, 14.66)  -0.03
C (-0.05, 40.14, 13.31)  -0.06
H (-0.37, 42.27, 16.49)  0.08
H (0.50, 42.14, 18.10)  0.07
H (-1.23, 42.27, 18.01)  0.08
H (-0.72, 39.84, 18.30)  0.13
H (0.53, 40.00, 17.05)  0.09
H (-0.29, 40.99, 12.67)  0.10
H (-0.65, 39.31, 12.92)  0.09
H (1.01, 39.88, 13.23)  0.08
O (2.78, 36.22, 16.98)  0.07
C (1.56, 36.36, 16.85)  -0.53
O (0.65, 36.21, 17.77)  0.02
C (1.08, 35.85, 19.10)  -0.20
C (1.12, 34.34, 19.29)  -0.06
C (0.97, 36.53, 15.46)  0.05
H (0.23, 36.22, 19.67)  0.12
H (1.94, 36.38, 19.52)  0.11
H (0.20, 33.89, 18.92)  0.09
H (1.42, 34.08, 20.31)  0.08
H (2.00, 33.95, 18.78)  0.07
H (1.83, 36.57, 14.79)  0.07
H (0.48, 37.49, 15.33)  0.08
H (0.29, 35.78, 15.07)  0.09
O (1.83, 43.38, 14.58)  0.11
C (2.71, 44.18, 14.42)  -0.53
O (4.01, 43.97, 14.51)  0.01
C (4.50, 42.72, 14.69)  -0.25
C (6.04, 42.85, 14.87)  -0.04
C (2.44, 45.67, 14.19)  0.02
H (4.31, 41.95, 13.93)  0.12
H (4.05, 42.26, 15.57)  0.10
H (6.39, 43.80, 15.29)  0.08
H (6.48, 42.58, 13.91)  0.07
H (6.25, 42.11, 15.64)  0.04
H (1.40, 45.98, 14.21)  0.08
H (2.74, 45.88, 13.16)  0.08
H (3.03, 46.25, 14.90)  0.08
O (3.13, 38.32, 12.76)  0.06
C (3.98, 37.42, 12.84)  -0.48
O (4.97, 37.25, 13.76)  -0.02
C (5.07, 38.05, 14.95)  -0.20
C (5.83, 39.34, 14.62)  -0.04
C (4.15, 36.40, 11.73)  0.00
H (5.70, 37.53, 15.68)  0.10
H (4.12, 38.18, 15.46)  0.10
H (5.95, 39.82, 15.59)  0.05
H (5.22, 39.91, 13.92)  0.07
H (6.77, 39.10, 14.13)  0.09
H (3.62, 36.65, 10.81)  0.01
H (3.74, 35.41, 11.95)  0.06
H (5.20, 36.30, 11.48)  0.06
O (4.21, 30.85, 10.04)  0.11
C (4.52, 31.93, 10.51)  -0.63
O (4.49, 33.06, 9.91)  0.00
C (3.91, 33.18, 8.59)  -0.19
C (4.35, 34.51, 7.95)  -0.06
C (4.90, 32.00, 11.90)  0.02
H (2.85, 32.98, 8.45)  0.11
H (4.33, 32.43, 7.92)  0.12
H (4.00, 35.38, 8.51)  0.04
H (3.87, 34.69, 6.99)  0.08
H (5.41, 34.48, 7.72)  0.08
H (4.85, 31.02, 12.39)  0.10
H (4.31, 32.71, 12.48)  0.10
H (5.97, 32.24, 11.95)  0.08
O (7.78, 37.36, 18.38)  0.11
C (8.25, 38.03, 17.52)  -0.62
O (8.80, 37.60, 16.43)  0.01
C (8.94, 36.21, 16.13)  -0.20
C (7.70, 35.64, 15.52)  -0.06
C (8.26, 39.51, 17.61)  0.03
H (9.24, 35.68, 17.03)  0.12
H (9.82, 35.99, 15.53)  0.12
H (7.96, 34.71, 15.01)  0.08
H (7.14, 36.19, 14.76)  0.06
H (6.92, 35.45, 16.26)  0.09
H (8.01, 39.90, 18.60)  0.10
H (7.52, 39.86, 16.89)  0.06
H (9.19, 39.89, 17.18)  0.09
O (9.22, 35.75, 9.94)  0.09
C (8.15, 35.70, 10.52)  -0.55
O (7.48, 36.72, 10.97)  -0.02
C (7.79, 38.07, 10.48)  -0.16
C (6.55, 38.97, 10.61)  -0.05
C (7.48, 34.38, 10.97)  0.03
H (8.14, 38.01, 9.45)  0.12
H (8.62, 38.47, 11.07)  0.12
H (6.72, 39.97, 10.23)  0.08
H (6.27, 39.08, 11.65)  0.06
H (5.71, 38.68, 9.98)  0.08
H (6.66, 34.04, 10.33)  0.06
H (7.18, 34.26, 12.01)  0.07
H (8.32, 33.68, 10.90)  0.09